Entry 1:
{
  "formula": "C25H25F5GeN5OsSSe",
  "method": "the ωB97M-V functional and the def2-TZVPD basis",
  "total_charge": 3,
  "molar_mass_g_mol": 864.367,
  "spin_multiplicity": 5,
  "e_above_lowest_kcal_mol": 50.76,
  "elements": ["Os", "N", "C", "N", "C", "N", "N", "C", "C", "C", "C", "C", "C", "N", "C", "C", "C", "C", "C", "C", "H", "H", "H", "H", "H", "H", "H", "H", "H", "H", "H", "C", "Ge", "C", "C", "C", "Se", "C", "H", "H", "H", "H", "H", "H", "H", "H", "H", "H", "H", "H", "H", "H", "F", "C", "C", "F", "C", "F", "C", "S", "C", "F", "C", "F"],
  "positions_angstrom": [[-1.18003, 0.35086, -0.02675], [1.15421, 3.75826, 1.48964], [0.65353, 2.55638, 1.35925], [-0.31090, 2.24524, 0.50892], [-0.83666, 3.26548, -0.31291], [-1.82714, 3.02908, -1.11548], [-2.27360, 1.74151, -0.94315], [-3.43202, 1.39429, -1.38328], [-3.92740, 0.11293, -0.89649], [-5.18938, -0.36121, -1.17082], [-5.63425, -1.50842, -0.51950], [-4.80704, -2.11931, 0.40772], [-3.54503, -1.59974, 0.63257], [-3.08993, -0.51907, -0.02161], [-0.29050, 4.60627, -0.21697], [-0.75735, 5.66938, -0.99944], [-0.22135, 6.92523, -0.82907], [0.77631, 7.14565, 0.12583], [1.24953, 6.11162, 0.90585], [0.71016, 4.84930, 0.71816], [1.89453, 3.90840, 2.16340], [1.07649, 1.77931, 1.98173], [-4.02316, 2.08531, -1.97359], [-5.82314, 0.17354, -1.86676], [-6.62366, -1.90098, -0.71851], [-5.13592, -2.98451, 0.96789], [-2.88538, -2.03633, 1.36673], [-1.53745, 5.48687, -1.72523], [-0.57414, 7.74946, -1.43293], [1.18044, 8.14011, 0.26036], [2.02295, 6.28174, 1.64579], [0.65183, -4.43056, -1.90939], [0.88290, -4.86324, -0.05573], [-0.12449, -6.34458, 0.62514], [2.64016, -4.70260, 0.68811], [-0.54383, -3.31239, 0.84078], [0.09748, -1.62460, 1.17929], [0.76263, -1.81541, 2.99145], [1.33120, -5.07647, -2.47411], [0.91493, -3.39675, -2.11759], [-0.36828, -4.63404, -2.23297], [0.27696, -7.24374, 0.14809], [-1.18331, -6.27103, 0.38278], [0.01264, -6.43899, 1.70161], [3.16287, -5.61481, 0.38355], [2.62828, -4.67782, 1.77774], [3.18187, -3.84644, 0.29290], [-0.81344, -3.85349, 1.74616], [-1.28245, -3.32942, 0.04399], [1.60917, -2.49568, 2.94125], [-0.03127, -2.21171, 3.61946], [1.08190, -0.83816, 3.34100], [5.74334, 1.63709, -0.35137], [4.52433, 1.27758, -0.68161], [4.14225, -0.05085, -0.60008], [4.99959, -0.97054, -0.18707], [2.85340, -0.40947, -0.93781], [2.52535, -1.70634, -0.85536], [1.90340, 0.51953, -1.33683], [0.28514, 0.01923, -1.84977], [2.31877, 1.84498, -1.42041], [1.46863, 2.79192, -1.82201], [3.60513, 2.22818, -1.09627], [3.95021, 3.50403, -1.15623]],
  "atomic_forces_ev_per_a": [[0.485, -0.482, 1.238], [0.221, 0.311, -0.090], [-0.229, -0.332, -0.094], [0.075, -0.084, 0.040], [-0.309, 0.296, -0.187], [0.293, -0.213, 0.408], [-0.171, -0.044, -0.096], [-0.289, -0.069, 0.029], [0.093, 0.183, -0.071], [-0.147, 0.015, -0.079], [-0.053, -0.066, 0.005], [-0.174, 0.038, -0.069], [0.203, 0.189, 0.004], [0.123, -0.201, -0.108], [-0.075, -0.022, -0.053], [-0.041, -0.152, -0.021], [0.058, 0.068, 0.017], [-0.013, 0.123, -0.047], [0.118, 0.014, 0.041], [0.071, -0.034, 0.174], [-0.070, 0.057, 0.083], [-0.098, -0.069, 0.054], [-0.057, -0.024, 0.009], [0.000, -0.040, 0.012], [0.031, 0.026, 0.006], [0.032, 0.024, -0.022], [0.097, -0.036, -0.059], [0.008, 0.014, 0.007], [-0.017, 0.004, 0.009], [-0.001, -0.007, -0.012], [-0.031, 0.005, -0.001], [0.380, -0.369, -0.361], [-1.690, 1.559, 0.993], [0.247, -0.520, -0.224], [0.303, -0.103, -0.019], [1.045, -2.556, -0.860], [0.382, 1.857, -0.179], [-0.368, 0.143, 0.093], [-0.145, 0.118, -0.173], [-0.027, 0.074, -0.027], [0.034, 0.025, 0.002], [-0.188, -0.091, 0.156], [0.019, 0.011, 0.004], [-0.043, -0.023, -0.010], [0.133, 0.127, 0.086], [-0.011, -0.007, -0.046], [0.075, -0.030, 0.050], [-0.425, 0.340, 0.010], [-0.193, 0.137, 0.223], [-0.047, -0.018, -0.033], [0.074, 0.030, 0.068], [-0.009, -0.011, 0.061], [-0.264, -0.087, -0.075], [0.888, 0.634, 0.163], [3.151, -0.478, 0.996], [-1.085, 1.128, -0.541], [-2.941, -2.085, -0.482], [0.717, 1.786, -0.236], [-0.992, -0.465, -0.205], [0.310, 0.034, -0.628], [-3.038, 0.117, -1.000], [1.233, -1.125, 0.451], [2.750, 1.648, 0.584], [-0.406, -1.292, 0.029]]
}

---

Entry 2:
{
  "formula": "C42H86F6N2O19SSi2",
  "method": "the ωB97M-V functional and the def2-TZVPD basis",
  "e_tot_ha": -4767.38564,
  "molar_mass_g_mol": 1125.372,
  "elements": ["C", "C", "N", "Si", "N", "C", "C", "C", "C", "C", "O", "C", "O", "Si", "F", "C", "C", "O", "C", "C", "S", "O", "O", "C", "F", "F", "C", "F", "F", "F", "H", "H", "H", "H", "H", "H", "H", "H", "H", "H", "H", "H", "H", "H", "H", "H", "H", "H", "H", "H", "H", "H", "H", "H", "H", "H", "H", "H", "H", "H", "O", "C", "O", "C", "C", "C", "H", "H", "H", "H", "H", "H", "H", "H", "O", "C", "O", "C", "C", "C", "H", "H", "H", "H", "H", "H", "H", "H", "O", "C", "O", "C", "C", "C", "H", "H", "H", "H", "H", "H", "H", "H", "O", "C", "O", "C", "C", "C", "H", "H", "H", "H", "H", "H", "H", "H", "O", "C", "O", "C", "C", "C", "H", "H", "H", "H", "H", "H", "H", "H", "O", "C", "O", "C", "C", "C", "H", "H", "H", "H", "H", "H", "H", "H", "O", "C", "O", "C", "C", "C", "H", "H", "H", "H", "H", "H", "H", "H"],
  "positions_angstrom": [[-3.12251, 1.17782, -2.96726], [-2.39414, 2.59367, -2.86670], [-0.96964, 2.59630, -3.33311], [-0.57013, 4.04084, -4.30296], [-1.36001, 5.54159, -3.69254], [-1.40178, 3.72883, -6.02890], [-1.30978, 2.16468, -6.44260], [-0.77550, 2.05305, -7.94952], [-1.13570, 0.61132, -8.59822], [-0.46237, -0.57923, -7.76810], [0.95612, -0.34329, -7.57421], [1.38421, -0.91890, -6.31198], [1.11407, 4.24624, -4.64204], [2.02276, 4.85052, -3.32935], [3.67829, 4.73002, -3.82025], [1.91259, 3.80133, -1.72940], [2.47832, 2.31833, -2.09012], [3.13513, 1.70409, -0.94412], [2.17082, 1.39650, 0.09604], [2.35760, 2.44175, 1.32155], [1.70974, 6.95482, -2.85790], [0.82008, 7.68670, -3.84832], [3.05848, 7.65546, -2.95544], [1.16273, 7.26267, -1.06585], [1.95268, 6.57811, -0.12917], [1.42619, 8.64571, -0.85479], [-0.40331, 7.08154, -0.81550], [-0.81508, 5.73381, -0.73521], [-0.66010, 7.61469, 0.47996], [-1.20704, 7.84117, -1.67758], [-3.23176, 0.93641, -4.08425], [-2.58975, 0.36330, -2.38430], [-4.17996, 1.31360, -2.53181], [-3.05198, 3.35143, -3.43296], [-2.37881, 2.98518, -1.78066], [-0.40606, 2.52030, -2.47843], [-1.79066, 6.04787, -4.48618], [-2.05548, 5.32844, -2.97031], [-0.76159, 4.29444, -6.79315], [-2.49253, 4.04252, -6.04301], [-2.31192, 1.61671, -6.38459], [-0.53795, 1.62036, -5.78733], [0.34187, 2.23147, -8.05666], [-1.29297, 2.82425, -8.63020], [-2.26220, 0.44483, -8.56646], [-0.82089, 0.54269, -9.69833], [-0.58860, -1.56205, -8.33879], [-1.00578, -0.67178, -6.77177], [2.44114, -1.34267, -6.36170], [0.68632, -1.77406, -6.02460], [1.35184, -0.12876, -5.47491], [0.87704, 3.78112, -1.26343], [2.68539, 4.22551, -0.98824], [3.31095, 2.41225, -2.87837], [1.68911, 1.64067, -2.55082], [2.32740, 0.33759, 0.50877], [1.13086, 1.46666, -0.36650], [1.93371, 3.45526, 1.02002], [3.47390, 2.48219, 1.54932], [1.79149, 2.09786, 2.25260], [0.07098, -3.56313, -5.09830], [0.59569, -4.64676, -4.99051], [1.93484, -4.75434, -5.06056], [2.66729, -5.95347, -4.77469], [2.72673, -6.85953, -5.98808], [-0.23274, -5.89643, -4.87020], [2.26409, -6.45652, -3.89270], [3.68027, -5.63861, -4.51328], [1.73197, -7.18704, -6.29632], [3.33132, -7.74463, -5.77814], [3.16231, -6.32935, -6.83838], [-0.55518, -6.20664, -5.86574], [-1.10838, -5.66921, -4.26363], [0.28159, -6.71963, -4.37920], [-4.32433, 2.39909, -6.05392], [-5.20543, 1.78841, -6.61157], [-5.02237, 0.49755, -6.94030], [-6.05161, -0.36560, -7.44295], [-6.21089, -0.20983, -8.94197], [-6.47636, 2.47660, -7.02904], [-6.98827, -0.21304, -6.90152], [-5.73068, -1.38616, -7.22128], [-6.51603, 0.80284, -9.21248], [-6.95829, -0.90858, -9.32413], [-5.26100, -0.39913, -9.44765], [-6.30565, 2.99563, -7.97364], [-6.73811, 3.20410, -6.26191], [-7.32754, 1.80663, -7.12861], [-0.35478, 2.55459, 2.71106], [-0.60481, 2.42213, 3.88890], [0.38479, 2.45757, 4.79275], [0.18456, 2.48616, 6.21973], [-0.00594, 1.08850, 6.77229], [-2.00541, 2.12538, 4.35111], [-0.63275, 3.15930, 6.48578], [1.08846, 2.91761, 6.64715], [-0.89550, 0.60862, 6.35748], [-0.10299, 1.11455, 7.85438], [0.84566, 0.45555, 6.51022], [-2.19699, 1.05689, 4.24100], [-2.69788, 2.68135, 3.72008], [-2.20360, 2.42851, 5.37669], [0.54605, 3.94056, 8.59433], [1.11152, 5.00308, 8.70260], [0.81778, 5.81998, 9.72994], [1.54522, 7.01423, 10.04931], [1.05291, 8.18966, 9.22901], [2.07965, 5.47231, 7.65013], [2.62154, 6.85383, 9.95168], [1.35837, 7.21287, 11.10721], [1.20493, 8.02795, 8.16012], [1.57467, 9.10502, 9.51660], [-0.01982, 8.33472, 9.37701], [1.51990, 5.91054, 6.82206], [2.63691, 4.60880, 7.28926], [2.81331, 6.18787, 8.01458], [-0.08106, -0.57787, 8.98065], [0.42988, -1.66773, 9.09304], [1.76622, -1.79321, 9.02935], [2.48267, -3.00318, 9.32134], [2.53685, -3.91419, 8.11193], [-0.41527, -2.90677, 9.21222], [2.06862, -3.49836, 10.20322], [3.49861, -2.70047, 9.58687], [1.53888, -4.22992, 7.79998], [3.12648, -4.80297, 8.32707], [2.98326, -3.39351, 7.26182], [-0.73689, -3.21482, 8.21608], [-1.29079, -2.66577, 9.81372], [0.08613, -3.73562, 9.70696], [4.73345, -5.67445, 7.42814], [5.75862, -5.94808, 8.00766], [5.79845, -7.00141, 8.84277], [6.99602, -7.51607, 9.44224], [7.34775, -6.75215, 10.70299], [6.97360, -5.07012, 7.88018], [7.81579, -7.53786, 8.72042], [6.78614, -8.55645, 9.70105], [7.55040, -5.69991, 10.49421], [8.22918, -7.18439, 11.18149], [6.51486, -6.77921, 11.40962], [6.87294, -4.22281, 8.56055], [7.02368, -4.70379, 6.85573], [7.91153, -5.58554, 8.07453], [-2.89737, -6.69151, -2.03982], [-3.78241, -6.92068, -2.82846], [-3.60152, -6.65974, -4.13644], [-4.50827, -7.04979, -5.17701], [-5.62793, -6.04040, -5.33208], [-5.12544, -7.41078, -2.35967], [-4.87632, -8.06551, -5.01413], [-3.92263, -7.07849, -6.09897], [-6.23224, -5.96546, -4.42600], [-6.28293, -6.31672, -6.16130], [-5.21951, -5.04502, -5.52260], [-5.71601, -6.55843, -2.01999], [-4.96731, -8.09307, -1.52567], [-5.68091, -7.96279, -3.11477]],
  "atomic_forces_ev_per_a": [[-0.310, 0.865, -0.258], [-1.063, 0.263, 0.832], [0.274, 1.455, 0.593], [-2.124, -0.237, -2.025], [0.640, -1.313, -0.271], [0.731, -1.042, -0.087], [1.040, 0.027, -0.905], [-0.853, -0.694, -0.965], [0.674, -0.059, 0.467], [-0.561, 0.287, -0.579], [-0.794, -0.521, 0.870], [-0.228, -0.354, 0.752], [-0.204, 1.197, 3.162], [2.485, -3.757, -1.617], [-3.496, 0.633, 0.924], [0.784, -0.446, -0.114], [1.008, 0.254, -0.394], [-1.688, 0.224, -0.699], [-0.225, 0.557, 1.265], [-0.252, -0.791, -0.466], [2.095, 6.875, -4.357], [0.953, -2.659, 3.071], [-2.591, -2.785, 1.446], [0.433, 1.770, 1.554], [-1.900, 0.942, -2.004], [-0.708, -2.994, -0.671], [-2.077, 0.703, 2.150], [1.040, 2.999, -0.728], [0.601, -1.187, -2.610], [2.181, -2.314, 1.832], [0.262, 0.076, 1.723], [-0.552, 1.001, -0.866], [1.532, -0.293, -0.624], [1.111, -1.184, 0.534], [-0.337, -0.747, -1.437], [-0.100, -0.238, -0.610], [0.403, -0.262, 0.925], [0.302, 0.330, -0.469], [-1.169, -0.476, 0.926], [1.436, -0.136, -0.070], [1.527, 0.990, 0.161], [-1.286, 0.707, -0.825], [-1.360, -0.236, 0.399], [0.649, -0.927, 1.136], [1.295, 0.239, 0.022], [-0.289, 0.234, 1.543], [0.055, 1.116, 0.750], [0.747, 0.133, -1.114], [-1.328, 0.725, -0.271], [1.158, 1.205, -0.300], [0.031, -1.010, -1.178], [1.319, 0.096, -0.406], [-1.297, -0.464, -1.038], [-1.222, -0.065, 1.228], [0.729, 0.808, 0.766], [-0.055, 1.441, -0.886], [1.124, -0.212, 0.855], [0.769, -1.257, 0.542], [-1.462, 0.159, -0.358], [0.841, 0.474, -1.466], [0.485, -0.613, 0.150], [-0.533, 0.100, -0.248], [0.318, 0.485, 0.189], [-0.018, -0.222, -0.138], [-0.127, -0.043, -0.165], [-0.074, -0.172, 0.555], [-0.091, 0.025, -0.095], [-0.202, 0.223, -0.033], [0.043, -0.048, 0.101], [-0.018, 0.062, 0.000], [0.054, -0.014, 0.131], [0.033, 0.026, 0.049], [-0.042, 0.045, -0.196], [0.032, -0.064, -0.170], [-0.602, -0.555, -0.157], [0.138, 0.536, -0.062], [0.363, -0.260, 0.382], [-0.130, 0.001, -0.271], [0.031, 0.162, -0.130], [-0.474, -0.079, 0.312], [0.052, 0.114, -0.044], [0.178, 0.223, 0.127], [-0.082, -0.071, 0.044], [0.049, 0.024, 0.037], [-0.066, -0.080, 0.094], [-0.006, -0.037, 0.059], [0.185, 0.097, -0.122], [0.046, -0.009, -0.193], [-0.085, 0.035, 0.614], [-0.007, -0.253, -0.202], [0.235, 0.370, -0.563], [-0.073, -0.494, 0.116], [-0.118, 0.278, -0.260], [-0.362, 0.455, 0.211], [0.033, -0.066, -0.103], [-0.119, -0.046, -0.383], [-0.043, 0.064, 0.078], [0.068, 0.134, -0.248], [0.022, 0.114, 0.105], [0.025, 0.070, 0.021], [0.077, -0.181, -0.148], [0.073, -0.204, 0.052], [0.180, 0.796, 0.644], [-0.218, -0.324, -0.369], [-0.156, -0.257, 0.461], [0.001, 0.241, -0.157], [-0.071, 0.018, -0.193], [0.553, -0.043, 0.124], [-0.067, -0.030, -0.105], [-0.101, -0.269, -0.105], [0.095, 0.031, 0.065], [-0.031, -0.059, 0.003], [0.103, -0.009, 0.098], [0.043, -0.029, 0.042], [-0.191, 0.001, -0.108], [-0.120, 0.133, -0.074], [0.533, -0.862, 0.508], [-0.389, 0.177, -0.229], [0.210, 0.543, 0.259], [-0.055, -0.323, -0.303], [-0.320, 0.077, 0.063], [-0.088, -0.250, 0.518], [-0.095, 0.042, -0.074], [-0.196, 0.244, -0.027], [0.008, -0.013, 0.104], [-0.147, 0.155, -0.036], [0.087, -0.060, 0.136], [0.036, 0.011, 0.065], [-0.039, 0.109, -0.214], [0.053, -0.063, -0.197], [0.746, -0.645, 0.316], [-0.193, 0.427, -0.185], [-0.373, -0.391, -0.143], [0.175, 0.120, 0.214], [-0.026, 0.200, 0.054], [0.423, -0.178, -0.359], [-0.061, 0.116, 0.011], [-0.214, 0.143, -0.171], [0.089, -0.078, -0.028], [-0.061, 0.006, -0.033], [0.067, -0.112, -0.061], [0.011, -0.053, -0.041], [-0.178, 0.128, 0.108], [-0.019, 0.072, 0.187], [-0.246, -0.071, -0.722], [0.045, 0.201, 0.655], [0.529, -0.058, -0.248], [-0.255, 0.116, -0.032], [-0.111, 0.131, 0.124], [-0.140, -0.562, -0.077], [-0.019, 0.077, 0.102], [0.158, 0.040, 0.250], [-0.015, -0.097, -0.066], [0.055, 0.003, 0.036], [0.038, -0.122, -0.063], [0.042, -0.054, -0.025], [0.040, 0.224, 0.086], [-0.093, 0.169, -0.043]]
}